12
Properties=species:S:1:pos:R:3:nbo_charge:R:1 method="wB97M-V/def2-TZVPD" mol_weight_g_mol=90.1 fmax_ev_per_a=0.8 e_lumo_ev=0.498 smiles="O=C=O.CCO" e_homo_ev=-10.37 de_lowest_kj_mol=11.4 multiplicity=1 total_energy_ev=-9351.1988 total_charge=0 gap_ev=10.871
O 0.01 2.39 -0.97 -0.497
C -0.99 1.88 -0.68 1.032
O -1.99 1.35 -0.38 -0.533
C 0.63 -0.26 1.01 -0.634
C 0.52 -0.92 -0.36 -0.069
O -0.77 -1.43 -0.64 -0.720
H 1.67 0.03 1.21 0.218
H 0.29 -0.95 1.78 0.217
H 0.02 0.65 1.11 0.183
H 0.85 -0.23 -1.15 0.153
H 1.19 -1.78 -0.40 0.182
H -1.42 -0.72 -0.52 0.468


13
Properties=species:S:1:pos:R:3:nbo_charge:R:1 method="wB97M-V/def2-TZVPD" mol_weight_g_mol=121.1 fmax_ev_per_a=6.5 e_lumo_ev=3.901 e_homo_ev=-3.50 de_lowest_kj_mol=97.0 multiplicity=1 total_energy_ev=-18641.8053 total_charge=-1 gap_ev=7.396
C 1.47 1.34 2.20 -0.718
C 0.97 0.40 1.31 0.241
C -1.45 -0.20 -1.93 -1.034
O 0.85 -1.62 -1.49 -1.110
O -1.10 -1.96 0.16 -1.110
O 0.22 0.62 0.37 -0.756
P -0.40 -1.14 -0.83 2.299
H 1.99 0.87 3.04 0.170
H 1.38 2.46 2.24 0.178
H 1.15 -0.66 1.57 0.125
H -1.86 -0.85 -2.63 0.233
H -2.31 0.26 -1.49 0.240
H -0.90 0.49 -2.49 0.242


14
Properties=species:S:1:pos:R:3:nbo_charge:R:1 method="wB97M-V/def2-TZVPD" mol_weight_g_mol=153.1 fmax_ev_per_a=4.2 e_lumo_ev="3.614 / 3.712" e_homo_ev="-4.35 / -4.15" de_lowest_kj_mol=288.8 multiplicity=1 total_energy_ev=-29471.4294 total_charge=-1 gap_ev="7.961 / 7.863"
C 1.71 1.51 0.26 -0.502
C 1.70 0.51 -0.53 -0.107
C -0.50 -0.61 -0.61 -0.829
O -1.34 1.44 0.69 -1.015
O -2.68 0.62 -1.17 -1.006
O -2.43 -0.74 0.84 -1.036
P -0.58 -2.12 0.28 0.400
S -1.84 0.32 -0.04 2.400
H 2.61 2.17 0.44 0.177
H 0.79 1.83 0.78 0.266
H 2.23 -0.04 -1.21 0.168
H -0.25 -0.66 -1.62 0.219
H 0.93 -2.33 0.23 -0.116
H -0.36 -1.87 1.66 -0.020